DFT (the ωB97M-V functional and the def2-TZVPD basis) results for C4H9NOS in the gas phase.

Geometry as XYZ:
```
16
Properties=species:S:1:pos:R:3:forces:R:3
C -0.19591 0.54594 0.02892 0.7169 -0.2697 -0.5037
C -1.29254 -0.42599 0.04340 -3.2116 2.3184 1.4366
C 1.40254 -1.46219 -0.36109 -1.1018 0.0280 -2.4085
C 0.98379 -0.10314 -0.71649 2.1189 1.4575 1.5740
N -1.91394 0.91324 2.37487 -0.1492 -1.0543 0.3339
O 0.80217 -0.06051 -2.12701 -0.1172 0.5483 0.7094
S -2.04826 -0.63153 1.73254 0.2062 1.0263 0.7004
H -0.53554 1.34646 -0.64382 0.5094 0.7259 1.0768
H -0.01503 0.75618 1.09079 0.6157 0.9735 -0.6946
H -2.08981 -0.01994 -0.57203 -0.3864 -0.5490 -0.1196
H -0.90414 -1.28152 -0.34325 0.2044 -3.1637 -0.5873
H 1.47658 -2.12682 -1.24513 0.1956 0.0903 1.1493
H 1.93838 -1.50204 0.52087 1.0117 -0.9100 1.6051
H 1.88660 0.51217 -0.22756 -1.0771 -0.4606 -1.9096
H -2.19639 0.96374 3.40935 0.2746 -0.7715 -1.9439
H 0.13374 0.61893 -2.27079 0.1902 0.0105 -0.4182
```
Positions in Å, forces in eV/Å.

Its spin multiplicity is 3. The energy above the lowest of the compared OMol25 structures with the same formula, charge and spin is 113.19 kJ/mol. The expectation value of S² is 2.010. The highest occupied orbital energy (alpha / beta) is -8.150 / -9.866 eV. For the orbital gap (alpha / beta), the calculation gives 0.33006 / 0.34770 hartree.

Table of Mulliken atomic charges, one value per atom, all in e: C -0.8067; C -0.5810; C -1.1050; C 0.4432; N -0.5032; O -0.5161; S 0.1001; H 0.2082; H 0.5116; H 0.3423; H 0.4600; H 0.3481; H 0.3848; H 0.1452; H 0.2486; H 0.3199

***

DFT (the ωB97M-V functional and the def2-TZVPD basis) results for a molecular structure, C37H33PtS4Sb2.

Geometry as XYZ:
```
77
Properties=species:S:1:pos:R:3:forces:R:3
Pt -1.99460 1.61008 -0.58480 -0.4657 -0.5396 -0.5164
C 1.49621 -0.49002 -0.38504 0.0168 -0.0846 -0.1346
C 1.85266 -0.16649 -1.84068 0.0139 -0.0331 0.1257
C 1.35083 1.19992 -2.29128 0.1126 0.0075 0.0255
Sb 2.44554 2.97345 -1.66893 -0.1191 -0.0876 0.0271
C 4.35842 1.98397 -1.49094 0.0540 0.0105 -0.0876
C 5.24557 2.12113 -2.55920 0.0413 -0.0557 0.0500
C 6.47336 1.46678 -2.56694 -0.0360 0.0203 0.0098
C 6.83731 0.66731 -1.49342 -0.0255 0.0101 0.0091
C 5.96929 0.52697 -0.41736 -0.0198 0.0185 -0.0163
C 4.74231 1.17850 -0.41817 0.0195 -0.0122 -0.0392
C 2.06343 3.02798 0.44327 -0.0961 -0.0049 0.0200
C 0.79764 2.81478 0.98644 0.0816 0.1073 -0.0157
C 0.56085 3.01198 2.34044 -0.0648 -0.0528 -0.0596
C 1.58949 3.40961 3.17837 0.0787 0.0122 -0.0081
C 2.85655 3.62842 2.65119 -0.0370 0.0053 0.0613
C 3.08632 3.45076 1.29496 -0.0126 -0.0147 -0.0347
Sb -0.63084 -0.79029 -0.06126 0.2840 0.4867 0.3547
C -0.51623 -0.57908 2.07179 0.0048 -0.0393 0.0795
C -1.41831 0.23497 2.74982 0.0314 -0.0716 0.0752
C -1.33833 0.39114 4.13051 0.0210 -0.0192 -0.0502
C -0.34429 -0.25886 4.84610 -0.0177 0.0166 -0.0042
C 0.56478 -1.07208 4.17999 0.0101 -0.0181 -0.0354
C 0.47320 -1.23563 2.80451 -0.0126 0.0368 0.0350
C -0.44694 -2.94188 0.04507 -0.1943 -0.0244 -0.1950
C -1.13623 -3.67239 1.01029 0.0096 -0.0169 -0.0110
C -1.06657 -5.05972 1.03389 0.0120 0.0208 -0.0060
C -0.31265 -5.73735 0.08464 0.0000 0.0467 -0.0033
C 0.36840 -5.01977 -0.88938 0.0075 0.0040 0.0087
C 0.29516 -3.63221 -0.91116 0.0093 -0.0279 0.0627
H 1.81430 0.30852 0.28711 -0.0597 0.0479 -0.0076
H 1.98224 -1.41120 -0.05515 0.0336 0.0108 -0.0213
H 1.42946 -0.93473 -2.50101 -0.0317 0.0262 0.0023
H 2.93727 -0.23202 -1.97364 0.0037 -0.0303 0.0070
H 0.32217 1.36175 -1.96647 -0.0472 0.0474 -0.0010
H 1.33405 1.27209 -3.38161 0.0508 0.0157 0.0012
H 4.97977 2.75024 -3.40344 -0.0030 -0.0078 0.0130
H 7.14441 1.58696 -3.40948 -0.0036 -0.0058 0.0124
H 7.79286 0.15703 -1.49214 -0.0049 0.0038 -0.0021
H 6.24585 -0.09593 0.42527 0.0000 0.0047 -0.0074
H 4.07824 1.05700 0.42957 -0.0001 -0.0102 -0.0049
H -0.04530 2.51534 0.35217 0.2854 0.0744 0.1054
H -0.44046 2.86137 2.72284 0.0029 -0.0105 0.0172
H 1.40655 3.55808 4.23565 -0.0106 -0.0031 -0.0018
H 3.66664 3.94780 3.29643 0.0016 -0.0026 0.0002
H 4.08086 3.63941 0.90328 -0.0154 -0.0011 -0.0155
H -2.17607 0.78014 2.19879 -0.0110 0.0098 -0.0271
H -2.04857 1.03458 4.63680 0.0117 -0.0123 0.0019
H -0.27359 -0.13212 5.91999 -0.0011 -0.0005 -0.0102
H 1.34587 -1.58108 4.73283 -0.0082 0.0079 -0.0032
H 1.18123 -1.88527 2.30043 -0.0043 0.0033 -0.0013
H -1.72507 -3.15610 1.76073 -0.0073 -0.0005 -0.0103
H -1.60467 -5.61154 1.79580 0.0077 0.0041 -0.0122
H -0.25959 -6.81890 0.10181 0.0018 0.0017 -0.0012
H 0.95682 -5.53932 -1.63669 -0.0094 -0.0001 0.0104
H 0.83385 -3.08968 -1.68118 -0.0099 0.0048 -0.0012
S -1.37745 3.56698 -2.00092 0.1130 0.1883 0.2745
S -1.15147 5.15382 -0.82064 -0.1693 -0.1816 0.0608
S -2.31397 4.84558 0.96493 0.0460 -0.1931 -0.2670
S -3.19985 3.05071 0.82788 0.1558 0.3756 0.2359
C -6.03661 -2.38169 -0.28350 -0.0185 -0.0191 -0.0111
C -5.23758 -1.62883 0.60211 0.0628 0.0539 -0.0147
C -4.37402 -0.68669 0.11333 -0.0325 -0.0294 -0.0168
C -4.24282 -0.43600 -1.27866 -0.0025 -0.0672 -0.0622
C -3.30961 0.52881 -1.78933 -0.0747 -0.0918 -0.1182
C -3.27643 0.70291 -3.15598 -0.0194 0.0109 0.0729
C -4.09824 -0.03816 -4.03413 -0.0009 -0.0013 -0.0201
C -4.96874 -0.97328 -3.55694 -0.0200 -0.0175 -0.0238
C -5.06180 -1.19584 -2.16256 0.0986 0.0907 0.1329
C -5.95025 -2.16270 -1.62854 -0.0166 -0.0130 -0.0151
H -6.71927 -3.12787 0.10570 0.0025 0.0024 -0.0062
H -5.31130 -1.79235 1.67080 -0.0032 -0.0004 -0.0091
H -3.77027 -0.09474 0.79019 -0.0047 0.0070 0.0051
H -2.59806 1.42882 -3.58957 0.0099 0.0080 0.0099
H -4.02365 0.14153 -5.10121 -0.0111 -0.0083 -0.0051
H -5.59588 -1.55265 -4.22579 0.0050 0.0054 -0.0057
H -6.56422 -2.73279 -2.31855 0.0014 0.0022 0.0134
```
Positions in Å, forces in eV/Å.

Its spin multiplicity is 3. The energy above the lowest of the compared OMol25 structures with the same formula, charge and spin is 0.00 kJ/mol. Its charge is -1. The expectation value of S² is 2.016. The highest occupied orbital energy (alpha / beta) is -3.426 / -4.116 eV. For the orbital gap (alpha / beta), the calculation gives 0.21722 / 0.19833 hartree.

Table of Mulliken atomic charges, one value per atom, all in e: Pt 0.7110; C -0.7123; C -0.6576; C -0.3465; Sb 0.7830; C -0.2771; C -0.5348; C -0.5359; C -0.3770; C -0.7731; C 0.3077; C -0.7552; C 1.5343; C -0.6049; C -0.7121; C -0.6463; C -0.3376; Sb -0.0844; C 0.7609; C -0.9320; C -0.6035; C -0.4881; C -0.6306; C -0.4568; C 0.2839; C -0.4638; C -0.6227; C -0.4272; C -0.5885; C -0.2755; H 0.1866; H 0.6464; H 0.3807; H 0.2923; H -0.5491; H 0.5256; H 0.3357; H 0.3772; H 0.3640; H 0.3924; H 0.3785; H -0.1529; H 0.3883; H 0.3964; H 0.3851; H 0.4886; H 0.2247; H 0.4022; H 0.3524; H 0.4044; H 0.2980; H 0.3928; H 0.3751; H 0.3578; H 0.3864; H 0.2439; S -0.1546; S -0.0930; S -0.1415; S -0.2507; C -0.5111; C -0.7887; C -0.0322; C 0.6830; C 0.0366; C -0.4165; C -0.9561; C -0.8556; C 1.0811; C -0.8397; H 0.3732; H 0.4229; H 0.3699; H 0.2215; H 0.3769; H 0.3250; H 0.3388

***

DFT (the ωB97M-V functional and the def2-TZVPD basis) results for 7 unconnected molecules or ions with the total composition C28H42O21.

Geometry as XYZ:
```
91
Properties=species:S:1:pos:R:3:forces:R:3
C -3.25017 -3.07428 -6.28172 0.5441 0.9015 -0.1490
C -2.34431 -2.92082 -5.07293 -0.9390 0.5502 0.6323
C -2.81674 -1.99128 -3.95131 -0.1696 1.9689 -0.6460
O -3.07499 -2.75822 -2.79137 0.2313 0.3271 -0.9455
C -2.83044 -4.01883 -3.14322 -0.0473 -3.0146 3.0636
O -2.95758 -4.93803 -2.34545 0.2726 1.5898 -2.0334
O -2.40692 -4.13677 -4.40188 0.5437 -2.0049 0.7539
H -2.90349 -2.37331 -7.04105 -0.2172 -0.1836 -0.3255
H -4.27756 -2.81335 -6.02781 -0.0161 -0.1029 0.0631
H -3.22188 -4.10527 -6.63437 0.1438 0.1802 -0.1236
H -1.31272 -2.59774 -5.21266 0.0972 -0.7125 -0.8544
H -3.73143 -1.45613 -4.20638 0.0950 0.2099 -0.0263
H -1.97636 -1.31204 -3.80811 -0.4022 0.3535 0.6687
C -0.43460 -0.29722 4.09412 -1.6129 0.4546 -1.1983
C 0.13801 -0.71905 5.35038 2.6602 -0.8791 -0.6629
C 0.44562 0.40701 6.34884 -0.0667 -1.0403 -1.1461
O -0.02179 -0.21106 7.52522 -0.4648 0.7190 1.4175
C -0.75179 -1.33407 7.29777 0.9619 -0.8985 -0.7663
O -1.24647 -2.02970 8.11630 -0.3377 0.4671 0.4067
O -0.67160 -1.67566 5.97871 -1.0583 0.8117 1.4908
H 0.25687 0.31317 3.51328 -0.2359 0.1349 0.0230
H -1.34444 0.23358 4.37438 -0.1267 0.5403 -0.5252
H -0.77849 -1.16362 3.52915 0.2628 -0.0391 -0.1904
H 1.02116 -1.31014 5.10802 0.6643 0.2866 0.1828
H -0.02471 1.34107 6.04155 -0.7672 -0.0380 0.5316
H 1.50032 0.68061 6.37784 0.0289 -0.5760 0.4620
C 1.53381 5.35838 -0.48982 1.4722 1.2284 1.2394
C 1.98802 5.87247 -1.83825 -0.6444 -0.9007 1.4598
C 2.84263 4.89489 -2.61340 2.6816 0.1842 2.8104
O 2.15054 4.67063 -3.76103 4.6229 -3.4072 -1.8818
C 1.05159 5.22996 -3.74405 -6.9867 4.1133 -3.4398
O 0.30093 5.37738 -4.71609 1.4979 -1.0074 2.3252
O 0.82612 5.84408 -2.57382 -1.9547 0.7842 -1.5286
H 2.44805 5.03602 0.00852 -0.1823 -0.6355 0.4204
H 0.72507 4.62764 -0.49814 0.4215 -0.0477 -0.3235
H 1.22440 6.21526 0.10861 -0.3743 -0.0294 0.0281
H 2.37325 6.89130 -1.79730 0.2007 -0.0302 0.0151
H 3.06184 4.00100 -2.02945 -0.6725 -0.4634 -0.1842
H 3.85694 5.27763 -2.72660 -0.0770 0.3191 -0.9511
C -4.66551 -0.07063 1.31804 0.1358 1.2396 -0.3958
C -4.15744 0.35623 -0.07729 -3.1260 -1.4914 2.1228
C -5.31339 1.05798 -0.86474 -0.0489 -2.7142 1.2666
O -4.59028 1.95350 -1.56864 0.3484 2.2954 -2.4645
C -3.38191 2.13742 -1.05102 2.1329 3.9643 -2.8210
O -2.57141 2.95252 -1.48733 -1.6823 -1.8011 0.9946
O -3.18758 1.36742 -0.04080 1.0740 -1.7140 1.8494
H -5.48534 -0.77128 1.15965 0.2726 -0.3214 0.1441
H -5.11475 0.80334 1.78969 0.0552 0.0693 0.2168
H -3.88133 -0.44205 1.97775 -0.1214 -0.2921 -0.1995
H -3.86971 -0.60321 -0.50718 0.8030 0.4766 -0.8348
H -6.07246 1.53588 -0.24544 0.1333 0.0931 0.2692
H -5.80979 0.33959 -1.51712 -0.0164 0.1248 -0.1337
C 5.52276 4.01612 4.29944 -1.0117 0.3380 -1.8064
C 4.48755 2.88139 4.19638 0.5876 0.8617 1.9444
C 3.56122 2.89859 5.39898 1.7531 -0.3792 0.4209
O 2.38793 2.35606 4.87186 -0.5797 -0.2390 1.9947
C 2.39739 2.58091 3.59175 -5.4444 -1.1804 -2.7600
O 1.39136 2.38821 2.90999 1.8603 0.3392 0.8259
O 3.51562 3.00057 3.13956 3.3286 0.9658 -1.0608
H 5.94615 4.11680 3.30008 0.8339 -0.2560 0.1944
H 6.25704 3.97079 5.10372 -0.0829 -0.5675 -0.2382
H 5.02687 4.98381 4.37530 -0.4020 -0.0482 0.4143
H 4.95384 1.89685 4.23325 0.1235 -0.0418 -0.9603
H 3.45107 3.91704 5.77143 -0.4071 -0.1648 0.2795
H 4.01300 2.19418 6.09741 -0.4839 0.4039 0.6277
C 0.96329 1.93559 -0.97303 0.0985 -1.5781 1.1419
C 0.99904 0.39306 -0.71674 -0.0271 2.5742 0.8269
C -0.33019 -0.21744 -0.32621 -0.0635 -0.2286 -0.6044
O -0.40115 -1.32535 -1.26122 -1.4643 -0.5018 1.0846
C 0.63077 -1.32923 -2.07620 0.5053 -0.3677 -0.3709
O 0.90883 -2.18716 -2.85931 -0.3664 -0.0614 -0.3433
O 1.34630 -0.23201 -1.89060 1.3833 -0.3682 -1.5943
H 0.82412 2.33509 0.03152 -0.0735 0.5477 -0.1251
H 0.13306 2.20763 -1.62480 0.0498 -0.0022 0.0160
H 1.92511 2.26416 -1.36678 -0.1266 -0.0407 -0.0106
H 1.72671 0.12413 0.04895 0.3087 0.2824 0.0039
H -1.17254 0.45252 -0.49858 0.0691 -0.1965 0.0993
H -0.30165 -0.59482 0.69598 -0.3021 -0.0800 -0.1525
C 1.33847 -6.55926 -3.80534 0.2002 0.0058 -1.1359
C 1.40273 -6.52638 -2.32452 1.1401 0.6766 0.6911
C 1.23425 -5.09678 -1.67204 -0.6088 -1.9482 -2.1463
O 0.29454 -5.35092 -0.62197 0.0352 -1.3661 0.7079
C -0.15983 -6.67696 -0.67880 -3.1706 -0.9930 0.3882
O -1.02097 -7.22748 0.04705 4.0520 2.6592 -2.6163
O 0.32457 -7.25398 -1.84526 -1.7608 0.0085 2.6176
H 0.62796 -5.85173 -4.23273 0.0358 0.2681 0.2029
H 0.97644 -7.52855 -4.14815 0.3027 -0.1757 0.1240
H 2.32885 -6.37869 -4.22324 -0.0598 0.0515 -0.1852
H 2.27949 -7.06083 -1.95879 0.4423 0.2032 -0.0746
H 0.77835 -4.58722 -2.52093 -0.4173 0.7970 0.7117
H 2.16586 -4.58091 -1.43949 -0.2672 -0.2398 0.7604
```
Positions in Å, forces in eV/Å.

The energy above the lowest of the compared OMol25 structures with the same formula, charge and spin is 417.96 kJ/mol. As for the SMILES: C[C@H]1COC(=O)O1.C[C@H]1COC(=O)O1.C[C@H]1COC(=O)O1.C[C@H]1COC(=O)O1.C[C@H]1COC(=O)O1.C[C@H]1COC(=O)O1.C[C@H]1COC(=O)O1. The highest occupied orbital energy is -10.280 eV. For the orbital gap, the calculation gives 0.37454 hartree.

Table of Mulliken atomic charges, one value per atom, all in e: C -1.3747; C 0.5408; C -0.4705; O -0.1888; C 0.6006; O -0.6353; O -0.4080; H 0.3800; H 0.3624; H 0.3208; H 0.3706; H 0.3764; H 0.1308; C -1.4226; C 0.6979; C -0.0273; O -0.3694; C 0.5612; O -0.5084; O -0.3967; H 0.2188; H 0.3217; H 0.3735; H 0.1971; H 0.3106; H 0.0415; C -1.2688; C 0.5505; C -0.3649; O -0.2772; C 0.7018; O -0.6441; O -0.3634; H 0.3561; H 0.1556; H 0.4472; H 0.3405; H 0.1154; H 0.3169; C -1.5832; C 0.8594; C -0.4180; O -0.3476; C 0.6993; O -0.5944; O -0.3340; H 0.3948; H 0.4009; H 0.3115; H -0.0165; H 0.2869; H 0.3313; C -1.4468; C 0.3914; C -0.6418; O -0.1906; C 0.5635; O -0.5532; O -0.2624; H 0.3579; H 0.3646; H 0.3744; H 0.3134; H 0.3508; H 0.3721; C -0.9513; C 0.3440; C 0.7219; O -0.2687; C 0.5834; O -0.5782; O -0.4230; H 0.4076; H 0.3332; H 0.0377; H 0.1497; H -0.4390; H 0.0108; C -1.2815; C 0.4253; C -0.0113; O -0.3040; C 0.6231; O -0.5786; O -0.3789; H 0.2067; H 0.3741; H 0.3535; H 0.2645; H -0.0190; H 0.3453

***

Number 1: maximum force 4.21 eV/Å. Number 2: maximum force 0.88 eV/Å. Number 3: maximum force 8.81 eV/Å.